[1]
C17H37BrO6P2PtS as an isolated structure in a non-equilibrium geometry, computed with the ωB97M-V functional and the def2-TZVPD basis.

Structure (XYZ):
```
65
Properties=species:S:1:pos:R:3:lowdin_charge:R:1
C 0.7610 -4.6085 2.6108 -0.0975
C -0.0968 -3.7780 3.7818 -0.2264
O -1.0155 -2.8951 3.0472 -0.2531
C -0.6655 -1.4536 3.2746 -0.2564
C -1.6151 -0.4921 2.3621 -0.2555
P -0.8007 0.3148 0.8435 0.5911
Br 0.4104 -1.5588 0.3089 0.6415
C -1.7252 0.0391 -0.8510 -0.2968
C -3.3590 0.0094 -0.6971 -0.1971
O -3.8513 -1.2143 -1.3991 -0.1217
C -5.3196 -1.2955 -1.3575 -0.2603
C -6.0548 -1.7964 -2.7737 -0.0033
O -6.0558 -1.0320 -0.2420 -0.0265
C 0.7108 1.4639 0.7966 -0.3672
C 2.0822 0.9018 1.4807 -0.2640
P 3.4331 0.5558 0.1185 0.7733
O 4.4063 -0.5148 0.7619 -0.3427
O 4.2091 2.1337 -0.1381 -0.3077
C 5.4967 1.9716 -0.8297 -0.2754
C 6.6325 2.7001 0.1586 -0.0791
O 2.7591 0.1109 -1.4224 -0.3371
C 3.7379 -0.5308 -2.3096 -0.2348
C 3.0132 -1.9400 -2.8412 -0.1218
C -1.8735 1.8928 1.2416 -0.5589
S -1.9167 3.1445 -0.1466 0.9684
C -3.6544 3.7108 -0.5542 -0.4429
C -3.6274 4.1561 -2.1661 -0.1500
H 0.0664 -4.5749 1.6406 0.0818
H 1.7245 -3.9667 2.4152 0.0705
H 0.9994 -5.7129 2.9150 0.0902
H -0.7603 -4.6097 4.3159 0.1446
H 0.5962 -3.2342 4.5521 0.1339
H -0.9790 -1.2560 4.4100 0.1621
H 0.4824 -1.2435 3.2240 0.1042
H -2.0238 0.3664 3.0842 0.1204
H -2.5630 -1.1327 2.0504 0.1493
H -1.3328 0.7836 -1.6943 0.1263
H -1.4209 -1.0432 -1.2537 0.0579
H -3.9065 0.9149 -1.2489 0.1370
H -3.7048 -0.1154 0.4242 0.1195
H -6.3440 -0.8434 -3.3881 0.1016
H -6.9266 -2.5556 -2.5931 0.1094
H -5.2134 -2.3690 -3.3967 0.1007
H 0.5265 2.5493 1.2589 0.1086
H 0.9686 1.6760 -0.3498 0.1206
H 2.5528 1.7926 2.1226 0.1343
H 1.9555 0.0154 2.2321 0.0806
H 5.4243 2.6336 -1.8200 0.1415
H 5.8181 0.8650 -1.0336 0.1038
H 6.9354 3.7591 -0.2623 0.0896
H 6.1499 2.8761 1.2358 0.0987
H 7.5307 1.9459 0.2018 0.0891
H 4.7362 -0.8649 -1.8007 0.1274
H 3.8652 0.1381 -3.2617 0.1476
H 1.8434 -1.8848 -2.8298 0.0920
H 3.3466 -2.8261 -2.1423 0.0737
H 3.3548 -2.1929 -3.9567 0.0583
H -2.9856 1.5991 1.5613 0.1020
H -1.4339 2.4487 2.2024 0.1206
H -3.8607 4.6968 0.0739 0.1278
H -4.4081 2.8433 -0.3331 0.0966
H -4.3450 5.0654 -2.3314 0.1038
H -2.5223 4.5319 -2.4123 0.0844
H -3.8404 3.2312 -2.8638 0.0933
Pt 3.6734 -4.3020 -4.0066 0.4979
```

Summary:
- LUMO (eV) = -11.66
- net charge = +2
- energy above the lowest of the compared OMol25 structures with the same formula, charge and spin (kJ/mol) = 1010.3
- M (g mol⁻¹) = 706.47
- total energy (a.u.) = -4894.4126

=====

[2]
C17H37Cl5N2O2PReSi4 as an isolated structure in a non-equilibrium geometry, computed with the ωB97M-V functional and the def2-TZVPD basis.

Structure (XYZ):
```
69
Properties=species:S:1:pos:R:3:lowdin_charge:R:1
Re 0.4989 -1.2974 -1.1113 0.8642
Cl -0.6382 -1.6363 -3.1532 0.7831
C -1.6350 -0.3150 -2.4563 -0.6035
C -1.0180 0.0673 -1.2783 -0.4122
C -1.6356 1.0943 -0.5818 -0.6720
Cl -0.8808 1.6646 0.8805 0.7595
C -2.8039 1.6883 -1.0603 -0.6922
Cl -3.5628 2.9237 -0.1647 0.7698
C -3.3594 1.2655 -2.2869 -0.6788
Cl -4.7377 2.0166 -2.9032 0.8237
C -2.7624 0.2230 -3.0172 -0.7027
Cl -3.3586 -0.3388 -4.4996 0.8121
N 1.3225 -2.7398 4.3818 0.1755
C 0.4293 -3.1332 3.2181 -0.1335
P -0.0011 -1.5748 2.3135 0.4890
O 0.3028 -0.5117 3.3309 -0.3395
O 0.6913 -1.6392 0.9714 -0.4888
C -1.8389 -1.4799 2.1362 -0.1499
N -2.3241 -0.2880 2.9363 0.1513
H 1.0668 -3.2090 5.2509 0.1797
H 1.2212 -1.7187 4.4985 0.1278
H 2.3062 -2.9373 4.1984 0.1754
H -0.4607 -3.6091 3.6250 0.1123
H 0.9482 -3.8402 2.5786 0.1110
H -2.3158 -2.3795 2.5189 0.1137
H -2.1168 -1.3447 1.0935 0.0912
H -1.5673 -0.0273 3.5915 0.1312
H -3.1929 -0.4672 3.4409 0.1809
H -2.4432 0.5284 2.3342 0.0898
C 4.7106 -1.9821 -2.5578 -0.1663
Si 3.4262 -2.1541 -1.2831 0.4405
C 3.9383 -2.4063 0.4557 -0.1955
C 2.0867 -3.3923 -1.6988 -0.2479
Si 2.3105 0.1074 -1.2429 0.4910
Si 3.5741 1.4103 0.3476 0.3653
C 5.3550 1.1442 -0.0430 -0.1842
C 3.0483 3.1680 0.2306 -0.1907
C 3.1725 0.7336 2.0278 -0.2075
Si 2.4082 1.4101 -3.3513 0.3933
C 4.1943 1.5019 -3.7569 -0.1862
C 1.5762 3.0004 -2.9440 -0.1914
C 1.4530 0.4685 -4.6175 -0.2288
H 5.3372 -2.8843 -2.5064 0.0736
H 5.3537 -1.1158 -2.3880 0.0447
H 4.2815 -1.9233 -3.5595 0.0544
H 4.2033 -3.4624 0.5884 0.0618
H 3.1137 -2.1596 1.1293 0.0010
H 4.8103 -1.8067 0.7282 0.0393
H 2.4428 -4.4236 -1.5858 0.0777
H 1.7313 -3.2919 -2.7228 0.0269
H 1.2254 -3.3617 -0.9727 0.0116
H 5.6465 1.5144 -1.0270 0.0279
H 5.6453 0.0919 0.0317 0.0237
H 5.9427 1.7009 0.6977 0.0655
H 3.4836 3.6822 -0.6268 0.0391
H 3.4002 3.6764 1.1355 0.0609
H 1.9605 3.2766 0.1875 0.0285
H 3.6020 -0.2661 2.1648 0.0167
H 2.0915 0.6806 2.1864 -0.0024
H 3.5936 1.3904 2.7990 0.0590
H 4.7989 1.8510 -2.9186 0.0190
H 4.3353 2.2178 -4.5762 0.0657
H 4.5789 0.5380 -4.0937 0.0336
H 2.2506 3.7251 -2.4894 0.0316
H 0.7234 2.8504 -2.2729 0.0290
H 1.1952 3.4402 -3.8733 0.0602
H 1.7281 -0.5882 -4.6391 0.0214
H 1.6452 0.8756 -5.6177 0.0617
H 0.3804 0.5650 -4.4350 0.0084
```

Summary:
- LUMO (alpha / beta) (eV) = -10.00 / -9.64
- <S²> = 0.933
- net charge = +3
- M (g mol⁻¹) = 808.29
- total energy (a.u.) = -4807.6375
- 2S+1 = 2

=====

[3]
C17H38CuN6O12 as an isolated structure in a non-equilibrium geometry, computed with the ωB97M-V functional and the def2-TZVPD basis.

Structure (XYZ):
```
74
Properties=species:S:1:pos:R:3:lowdin_charge:R:1
Cu -3.4078 -0.6517 0.2471 0.7840
C -0.8718 0.2422 0.3073 -0.7909
O 0.0249 1.0301 -0.0156 0.0111
O -1.7168 0.4174 1.2773 -0.0598
O -1.4015 -0.6159 -0.5327 -0.0814
C 1.0058 -3.1662 1.1723 -0.0322
O 2.2482 -3.4744 0.5792 0.0345
C 2.2487 -3.6579 -0.7303 -0.6118
O 1.2864 -3.6930 -1.4583 0.0939
O 3.5076 -3.7107 -1.1306 0.0254
C 3.6967 -4.0215 -2.5112 -0.0297
H 0.3332 -4.0205 1.2243 0.1043
H 0.4838 -2.3089 0.7348 0.0866
H 1.1545 -2.8089 2.1924 0.0826
H 3.5107 -3.1546 -3.1461 0.1002
H 3.0624 -4.8462 -2.8291 0.0963
H 4.7353 -4.3114 -2.6475 0.0957
C 3.5223 -0.7908 3.0454 -0.0016
C 2.2481 -1.0167 3.8349 -0.5754
O 2.2452 -1.7545 4.8000 0.0475
N 1.1728 -0.2989 3.4033 0.0088
C -0.0681 -0.1518 4.1302 -0.0730
H 4.2478 -1.5476 3.3240 0.0837
H 3.9515 0.1708 3.3389 0.0805
H 3.3737 -0.7572 1.9642 0.0746
H 1.3102 0.2030 2.5412 0.1133
H 0.0369 -0.2867 5.2028 0.0865
H -0.8161 -0.8322 3.7196 0.0755
H -0.4488 0.8674 4.0270 0.0765
O -3.7747 -2.1934 -1.1237 -0.0350
C -3.1149 -3.0247 -1.7794 -0.5220
N -1.7933 -3.0231 -1.8248 0.2184
C -3.8352 -4.0610 -2.5953 0.0164
H -1.2946 -2.2483 -1.4079 0.0582
H -1.2603 -3.8229 -2.1207 0.1187
H -4.7825 -3.6426 -2.9218 0.0909
H -4.0379 -4.9394 -1.9801 0.0948
H -3.2446 -4.3713 -3.4534 0.0867
O -4.5236 0.7677 1.4094 -0.0327
C -4.4251 1.9181 1.8644 -0.5190
N -3.2255 2.4386 2.1917 0.1911
C -5.6390 2.8140 2.0290 0.0197
H -3.1574 3.4140 2.4068 0.1036
H -2.4414 1.8191 1.9861 0.0599
H -5.4435 3.5395 2.8119 0.0811
H -6.4944 2.2090 2.3065 0.0878
H -5.7536 3.2518 1.0377 0.0983
O 0.1795 -0.9413 -5.0294 0.0304
C 0.1387 -0.3510 -3.9593 -0.5735
N 0.5130 -0.9329 -2.7655 0.1646
C -0.2622 1.1043 -3.8369 -0.0019
H 0.6653 -1.9290 -2.8107 0.0735
H 0.0434 -0.5098 -1.9756 0.0426
H 0.6843 1.6346 -3.7021 0.0812
H -0.9319 1.2615 -2.9924 0.0686
H -0.7343 1.4597 -4.7455 0.0816
O -0.3729 5.8954 0.4265 0.0308
C -0.2712 4.7102 0.1569 -0.5779
N -0.6275 3.7465 1.0624 0.1564
C 0.1572 4.2025 -1.1986 0.0020
H -1.0993 4.0215 1.9003 0.0828
H -0.3878 2.7762 0.8995 0.0494
H 1.1933 3.8587 -1.1917 0.0719
H 0.1342 5.0168 -1.9181 0.0856
H -0.5243 3.4092 -1.5002 0.0673
O 4.6718 2.6676 -1.1345 0.0322
C 3.6564 2.2644 -0.6025 -0.6035
N 2.7878 1.4249 -1.2407 0.1658
C 3.3182 2.6231 0.8298 -0.0023
H 1.8714 1.2119 -0.8745 0.0405
H 2.9112 1.3041 -2.2324 0.0981
H 3.6663 3.6442 0.9791 0.0877
H 3.9232 1.9946 1.4804 0.0697
H 2.2614 2.5339 1.0744 0.0536
```

Summary:
- LUMO (alpha / beta) (eV) = -0.35 / -3.12
- <S²> = 0.757
- net charge = 0
- energy above the lowest of the compared OMol25 structures with the same formula, charge and spin (kJ/mol) = 0.0
- M (g mol⁻¹) = 582.07
- total energy (a.u.) = -3542.6207
- 2S+1 = 2